A | The molecule C5H2O. Source: OMol25; level of theory: ωB97M-V/def2-TZVPD.

Last column: natural (NBO) charge in e.
Positions of all 8 atoms, in Å:
C1 -0.90 -0.12 0.02  0.440
C2 -0.09 -0.11 1.22  -0.122
C3 0.57 -0.13 2.22  -0.108
C4 -0.14 0.07 -1.21  -0.122
C5 0.50 0.24 -2.22  -0.117
H1 1.15 -0.07 3.10  0.237
H2 1.03 0.37 -3.14  0.241
O1 -2.11 -0.25 0.03  -0.448

Results
* orbital gap: 10.1 eV
* SMILES string: C#CC(=O)C#C
* HOMO: -10.714 eV



B | The molecule C5H2O. Source: OMol25; level of theory: ωB97M-V/def2-TZVPD.

Last column: natural (NBO) charge in e.
Positions of all 8 atoms, in Å:
O1 0.30 -1.85 -0.48  -0.458
C1 0.20 -0.68 -0.18  0.487
C2 1.39 0.17 0.02  -0.616
C3 2.06 1.23 0.29  0.230
C4 -1.09 -0.03 0.01  -0.133
C5 -2.17 0.48 0.16  -0.099
H1 2.44 -0.25 -0.10  0.344
H2 -3.13 0.93 0.28  0.245

Results
* orbital gap: 10.3 eV
* HOMO: -11.067 eV



Among the structures shown above, A is the most stable, with the second-best lying 0.0683 hartree higher.